Record 1
DFT (ωB97M-V/def2-TZVPD) results for a molecular structure, C57H50AsI3N4OPRe at a distorted geometry.

Atoms and positions in Å:
Re -0.943 1.044 0.477
I -1.664 -0.880 5.303
C -1.288 1.106 4.744
C -1.162 2.126 5.676
C -0.936 3.429 5.290
I -0.726 4.906 6.788
C -0.835 3.776 3.925
C -0.637 5.066 3.397
C -0.559 5.229 2.034
C -0.702 4.131 1.187
N -0.895 2.905 1.645
C -0.955 2.722 2.987
C -1.182 1.373 3.380
O -1.304 0.498 2.443
H -1.262 1.886 6.722
H -0.559 5.909 4.069
H -0.389 6.203 1.603
H -0.681 4.266 0.114
C 1.675 2.125 -5.207
C 1.979 3.065 -4.081
C 2.570 4.302 -4.307
C 2.801 5.183 -3.265
C 2.448 4.844 -1.969
C 1.866 3.616 -1.718
C 1.638 2.736 -2.768
N 0.997 1.485 -2.490
C -0.288 1.436 -2.135
N -1.106 2.442 -2.494
C -2.327 2.671 -1.813
C -2.485 2.178 -0.507
C -3.679 2.464 0.140
C -4.680 3.191 -0.484
C -4.489 3.688 -1.760
C -3.308 3.437 -2.445
C -3.073 3.985 -3.819
N -0.814 0.351 -1.491
C -1.673 -0.480 -2.213
C -1.446 -0.610 -3.590
C -2.221 -1.437 -4.371
C -3.254 -2.157 -3.790
C -3.476 -2.045 -2.430
C -2.706 -1.223 -1.618
C -3.032 -1.143 -0.160
H 2.035 2.522 -6.151
H 0.600 1.966 -5.294
H 2.144 1.156 -5.044
H 2.848 4.583 -5.312
H 3.255 6.140 -3.466
H 2.627 5.526 -1.152
H 1.600 3.326 -0.711
H 1.574 0.695 -2.218
H -0.737 3.181 -3.080
H -3.840 2.124 1.156
H -5.603 3.381 0.043
H -5.272 4.269 -2.224
H -3.971 4.479 -4.177
H -2.809 3.194 -4.520
H -2.266 4.722 -3.807
H -0.628 -0.062 -4.032
H -2.020 -1.516 -5.428
H -3.877 -2.794 -4.396
H -4.287 -2.595 -1.977
H -3.510 -2.065 0.166
H -3.721 -0.319 0.039
H -2.118 -1.028 0.445
I 1.685 0.557 0.894
C 1.754 -3.578 -2.723
C 2.185 -4.994 -2.358
As 0.745 -6.227 -1.763
C 1.752 -7.894 -1.570
C 1.018 -9.074 -1.662
C 1.630 -10.302 -1.498
C 2.986 -10.365 -1.219
C 3.718 -9.196 -1.097
C 3.102 -7.965 -1.257
C -0.038 -6.553 -3.540
C -1.353 -6.210 -3.828
C -1.860 -6.371 -5.108
C -1.059 -6.885 -6.112
C 0.245 -7.256 -5.827
C 0.749 -7.094 -4.549
P 1.407 -2.352 -1.338
C 0.040 -3.125 -0.413
C -0.964 -3.818 -1.087
C -1.998 -4.410 -0.378
C -2.053 -4.290 0.999
C -1.104 -3.528 1.668
C -0.064 -2.949 0.967
C 2.843 -2.766 -0.274
C 2.859 -3.818 0.636
C 4.006 -4.077 1.363
C 5.145 -3.310 1.176
C 5.138 -2.272 0.260
C 3.985 -1.991 -0.447
H 0.885 -3.593 -3.391
H 2.569 -3.096 -3.278
H 2.955 -4.962 -1.586
H 2.630 -5.454 -3.248
H -0.045 -9.018 -1.873
H 1.050 -11.209 -1.575
H 3.467 -11.322 -1.084
H 4.772 -9.242 -0.868
H 3.686 -7.060 -1.141
H -1.991 -5.824 -3.042
H -2.883 -6.095 -5.322
H -1.450 -7.006 -7.112
H 0.873 -7.670 -6.603
H 1.765 -7.405 -4.331
H -0.948 -3.867 -2.169
H -2.762 -4.961 -0.909
H -2.841 -4.774 1.553
H -1.166 -3.391 2.737
H 0.682 -2.380 1.502
H 1.980 -4.438 0.776
H 4.006 -4.881 2.082
H 6.038 -3.535 1.738
H 6.025 -1.678 0.099
H 3.961 -1.167 -1.148

Output
HOMO level (alpha / beta): -9.36 / -9.37 eV
charge: +1
lowest unoccupied orbital energy (alpha / beta): -4.53 / -4.37 eV
multiplicity: 2
<S²>: 0.769

***

Record 2
DFT (ωB97M-V/def2-TZVPD) results for a molecular structure, C15H10F6N3NiO10S2 at a distorted geometry.

Atoms and positions in Å:
Ni 0.285 1.831 -0.460
F 2.907 1.566 1.651
C 3.906 2.221 1.073
F 4.220 3.270 1.832
F 4.964 1.416 0.986
S 3.465 2.849 -0.621
O 2.069 3.252 -0.515
O 4.452 3.849 -0.846
N 3.647 1.608 -1.589
S 2.336 0.735 -1.739
O 1.268 1.339 -2.512
O 1.914 0.120 -0.496
C 2.982 -0.617 -2.795
F 3.441 -0.112 -3.937
F 1.984 -1.449 -3.041
F 3.959 -1.263 -2.170
C -0.176 -1.780 3.879
N -0.235 -0.471 3.250
C -0.101 0.675 3.971
C -0.090 1.890 3.394
C -0.178 1.926 1.957
O -0.066 2.969 1.266
N -0.329 0.780 1.258
C -0.371 -0.447 1.836
O -0.513 -1.508 1.252
H -0.231 -1.657 4.959
H 0.751 -2.293 3.618
H -1.003 -2.394 3.533
H 0.001 0.548 5.041
H 0.033 2.803 3.956
O -3.501 2.509 -1.895
C -2.522 1.820 -1.625
O -1.372 2.318 -1.317
C -2.707 0.307 -1.671
C -4.009 -0.175 -1.713
C -4.292 -1.544 -1.729
C -3.218 -2.396 -1.710
O -3.212 -3.773 -1.729
C -1.846 -4.148 -1.549
O -1.047 -2.991 -1.724
C -1.923 -1.928 -1.693
C -1.634 -0.591 -1.669
H -4.807 0.554 -1.723
H -5.308 -1.917 -1.752
H -1.575 -4.895 -2.295
H -1.706 -4.547 -0.540
H -0.613 -0.260 -1.653

Output
HOMO level (alpha / beta): -5.39 / -5.39 eV
charge: -1
energy above the lowest of the compared OMol25 structures with the same formula, charge and spin: 24.3 kcal/mol
lowest unoccupied orbital energy (alpha / beta): 2.58 / 2.57 eV
multiplicity: 3
<S²>: 2.004

***

Record 3
DFT (ωB97M-V/def2-TZVPD) results for a molecular structure, C27H15N8NiS2 at a distorted geometry.

Atoms and positions in Å:
Ni -0.005 0.620 -0.511
C -1.696 0.754 3.379
C -0.861 -0.024 4.079
C 0.475 -0.207 3.706
C 0.855 0.383 2.521
N 0.028 1.042 1.728
C -1.224 1.297 2.175
N 2.249 0.246 2.185
C 2.666 0.376 0.959
N 1.984 0.534 -0.230
C 2.882 0.374 -1.261
N 2.741 0.361 -2.545
C 1.478 0.237 -3.188
C 1.538 0.185 -4.576
C 0.409 0.030 -5.336
C -0.809 -0.207 -4.666
C -0.748 -0.210 -3.278
N 0.307 0.108 -2.566
C 4.262 0.177 -0.659
C 5.521 0.010 -1.225
C 6.619 -0.016 -0.382
C 6.428 0.038 1.015
C 5.187 0.220 1.597
C 4.123 0.335 0.711
H -2.738 0.919 3.658
H -1.237 -0.452 5.002
H 1.165 -0.786 4.314
H -1.877 1.941 1.605
H 2.517 0.306 -5.068
H 0.455 0.041 -6.402
H -1.696 -0.526 -5.217
H -1.650 -0.437 -2.726
H 5.595 -0.100 -2.275
H 7.610 -0.213 -0.748
H 7.337 -0.018 1.631
H 5.085 0.176 2.663
S -2.043 2.055 -1.073
C -3.244 0.833 -0.736
C -4.448 1.059 -0.087
C -5.076 0.107 0.757
C -6.450 0.441 1.119
N -7.549 0.777 1.287
C -4.486 -0.985 1.344
C -3.124 -1.442 1.138
C -2.291 -1.154 0.096
S 0.029 -2.366 0.759
C -5.245 -1.791 2.258
N -5.818 -2.368 3.076
H -4.828 2.094 0.013
H -2.719 -2.003 2.007
N -2.941 -0.577 -1.048
C -0.879 -1.182 0.166
H -3.864 -1.014 -1.147

Output
HOMO level (alpha / beta): -4.36 / -4.85 eV
charge: -1
energy above the lowest of the compared OMol25 structures with the same formula, charge and spin: 0.0 kcal/mol
lowest unoccupied orbital energy (alpha / beta): 1.81 / 1.70 eV
multiplicity: 3
<S²>: 2.023

***

Record 4
DFT (ωB97M-V/def2-TZVPD) results for C19H21N3O4 in the gas phase at a distorted geometry.

Atoms and positions in Å:
C 5.507 1.310 -1.892
C 4.136 1.550 -1.273
C 3.676 0.496 -0.307
C 4.405 -0.602 -0.008
C 3.960 -1.617 0.926
O 4.573 -2.617 1.204
O 2.747 -1.415 1.530
C 1.991 -0.329 1.262
C 0.780 -0.230 1.932
C -0.064 0.845 1.692
O -1.233 0.845 2.387
C -2.141 1.903 2.190
C -2.785 1.927 0.797
O -3.277 2.934 0.336
N -2.756 0.738 0.171
C -3.346 0.532 -1.131
C -4.389 -0.591 -1.120
C -3.778 -1.975 -1.373
N -2.679 -2.262 -0.490
C -1.361 -2.382 -0.835
C -0.682 -2.619 0.325
N -1.550 -2.640 1.370
C -2.729 -2.428 0.856
C 0.314 1.827 0.771
C 1.523 1.728 0.120
C 2.394 0.658 0.343
H 5.520 0.385 -2.462
H 6.276 1.264 -1.126
H 5.748 2.128 -2.567
H 3.392 1.627 -2.071
H 4.146 2.509 -0.746
H 5.369 -0.796 -0.447
H 0.484 -0.999 2.626
H -1.686 2.880 2.388
H -2.935 1.742 2.926
H -2.342 -0.050 0.648
H -3.813 1.484 -1.397
H -2.561 0.311 -1.863
H -4.905 -0.580 -0.158
H -5.131 -0.405 -1.897
H -4.552 -2.740 -1.250
H -3.403 -2.028 -2.398
H -1.030 -2.300 -1.850
H 0.365 -2.784 0.473
H -3.643 -2.396 1.416
H -0.331 2.663 0.555
H 1.794 2.500 -0.582

Output
HOMO level: -8.50 eV
structure (SMILES): CCc1cc(=O)oc2cc(OCC(=O)NCCCn3ccnc3)ccc12
energy above the lowest of the compared OMol25 structures with the same formula, charge and spin: 37.9 kcal/mol
lowest unoccupied orbital energy: 0.22 eV

***

Record 5
DFT (ωB97M-V/def2-TZVPD) results for 2 unconnected molecules or ions with the total composition C5H12NO4 at a distorted geometry.

Atoms and positions in Å:
N -2.444 -0.483 2.533
O -2.591 -0.962 3.623
O -1.032 -0.247 2.177
O -3.248 -0.159 1.680
H -1.184 0.083 1.285
C -0.712 0.655 -0.723
C -1.550 1.854 -0.780
O 0.565 0.743 -0.552
C 1.327 -0.513 -0.261
C 2.714 0.047 -0.084
C 1.166 -1.511 -1.372
H -1.173 -0.346 -0.841
H -2.558 1.513 -0.477
H -1.189 2.611 -0.052
H -1.627 2.338 -1.775
H 0.941 -0.904 0.686
H 3.442 -0.735 0.146
H 3.019 0.556 -1.007
H 2.720 0.775 0.735
H 1.847 -2.352 -1.201
H 0.148 -1.915 -1.406
H 1.419 -1.048 -2.334

Output
HOMO level (alpha / beta): -6.70 / -11.56 eV
lowest unoccupied orbital energy (alpha / beta): 0.18 / 0.17 eV
multiplicity: 2
<S²>: 0.753

***

Record 6
DFT (ωB97M-V/def2-TZVPD) results for C21H23NO3 in the gas phase.

Atoms and positions in Å:
O 2.752 0.568 0.241
C 2.387 1.253 -0.685
C 2.089 2.756 -0.536
O 1.872 3.120 0.801
C 0.866 2.516 1.484
C 0.802 2.800 2.851
C -0.187 2.248 3.629
C -1.129 1.378 3.076
C -2.171 0.799 3.952
O -2.569 1.375 4.947
C -2.711 -0.532 3.562
C -4.049 -0.817 3.825
C -4.578 -2.050 3.496
C -3.770 -3.018 2.922
C -2.432 -2.752 2.682
C -1.901 -1.514 2.997
C -1.078 1.118 1.710
C -0.100 1.687 0.917
N 2.214 0.794 -1.940
C 2.401 -0.606 -2.281
C 1.085 -1.381 -2.146
C 0.079 -0.972 -3.217
C 0.673 -1.177 -4.607
C 1.955 -0.365 -4.766
C 2.974 -0.744 -3.692
H 2.973 3.322 -0.846
H 1.240 3.050 -1.171
H 1.549 3.454 3.271
H -0.242 2.463 4.686
H -4.660 -0.053 4.283
H -5.619 -2.260 3.692
H -4.182 -3.985 2.669
H -1.799 -3.513 2.250
H -0.853 -1.315 2.826
H -1.824 0.485 1.252
H -0.095 1.466 -0.139
H 1.878 1.406 -2.666
H 3.115 -0.994 -1.546
H 1.300 -2.447 -2.240
H 0.674 -1.209 -1.149
H -0.831 -1.565 -3.110
H -0.197 0.078 -3.088
H -0.050 -0.882 -5.371
H 0.898 -2.236 -4.749
H 2.389 -0.543 -5.752
H 1.719 0.701 -4.706
H 3.272 -1.783 -3.836
H 3.867 -0.123 -3.784

Output
HOMO level: -8.63 eV
structure (SMILES): O=C(COc1ccc(C(=O)c2ccccc2)cc1)NC1CCCCC1
energy above the lowest of the compared OMol25 structures with the same formula, charge and spin: 6.9 kcal/mol
lowest unoccupied orbital energy: 0.41 eV

***

Record 7
DFT (ωB97M-V/def2-TZVPD) results for 2 unconnected molecules or ions with the total composition C6H17NO at a distorted geometry.

Atoms and positions in Å:
C -0.389 1.488 2.226
C 0.409 1.467 0.917
C -0.411 1.057 -0.320
C 0.065 0.044 -1.304
C -0.839 -0.221 -2.477
N 0.332 -1.244 -0.535
C 1.765 -1.450 -0.283
H -0.960 0.528 2.320
H -1.048 2.370 2.107
H 0.237 1.627 3.089
H 1.261 0.809 1.055
H 0.863 2.454 0.772
H -0.690 1.918 -0.959
H -1.340 0.659 0.110
H 1.045 0.348 -1.743
H -1.923 -0.397 -2.184
H -0.507 -1.076 -3.031
H -0.956 0.701 -3.081
H 0.135 -2.026 -1.167
H 2.403 -0.920 -1.035
H 2.165 -2.472 -0.374
H 1.995 -1.264 0.766
O -1.378 -1.413 2.082
H -1.783 -1.462 1.208
H -0.452 -1.523 1.839

Output
HOMO level: -9.52 eV
structure (SMILES): CCC[C@H](C)NC.O
energy above the lowest of the compared OMol25 structures with the same formula, charge and spin: 25.7 kcal/mol
lowest unoccupied orbital energy: 0.91 eV

***

Record 8
DFT (ωB97M-V/def2-TZVPD) results for a molecular structure, C46H54As2N7O4SSi2TeTi at a distorted geometry.

Atoms and positions in Å:
Ti 0.887 -0.872 -0.790
N 3.779 0.735 -1.600
N 4.319 1.192 -0.373
C 3.630 1.243 0.753
N 4.231 1.853 1.800
S 2.056 0.640 1.037
H 3.554 -0.263 -1.479
H 4.536 0.784 -2.274
H 5.122 1.799 -0.457
H 5.212 2.075 1.777
H 3.806 1.742 2.706
O 0.304 -3.734 -6.441
C 1.516 -3.463 -6.406
O 2.459 -3.714 -7.154
C 1.748 -2.629 -5.156
C 1.657 -1.239 -5.212
C 1.509 -0.494 -4.060
N 1.545 -1.053 -2.850
C 1.789 -2.386 -2.798
C 1.858 -3.214 -3.879
C 2.130 -2.823 -1.393
O 1.945 -3.923 -0.937
O 2.626 -1.769 -0.720
H 1.658 -0.741 -6.172
H 1.364 0.579 -4.088
H 2.017 -4.275 -3.745
C -1.605 0.328 -5.105
C -1.766 -0.553 -4.130
As -0.974 1.087 -0.282
C -1.229 1.906 1.442
C -0.922 1.151 2.565
C -1.209 1.639 3.835
C -1.814 2.878 3.977
C -2.145 3.625 2.852
C -1.864 3.137 1.586
C -2.759 1.297 -0.979
C -3.081 1.815 -2.224
C -4.412 1.893 -2.616
C -5.417 1.443 -1.775
C -5.093 0.899 -0.539
C -3.770 0.823 -0.139
As 0.630 2.225 -1.819
C -0.364 3.630 -2.728
C -1.125 4.579 -2.050
C -1.696 5.633 -2.740
C -1.503 5.754 -4.113
C -0.742 4.818 -4.791
C -0.172 3.752 -4.098
C 1.719 3.498 -0.805
C 2.783 4.022 -1.534
C 3.617 4.979 -0.971
C 3.392 5.421 0.326
C 2.326 4.907 1.050
C 1.491 3.948 0.489
H -1.837 1.380 -4.975
H -1.253 0.020 -6.081
H -1.573 -1.609 -4.291
H -2.160 -0.272 -3.162
H -0.479 0.169 2.451
H -0.971 1.043 4.706
H -2.049 3.256 4.963
H -2.638 4.582 2.961
H -2.154 3.710 0.715
H -2.314 2.156 -2.902
H -4.654 2.296 -3.590
H -6.451 1.503 -2.086
H -5.871 0.522 0.112
H -3.529 0.392 0.826
H -1.270 4.496 -0.981
H -2.290 6.365 -2.209
H -1.947 6.582 -4.650
H -0.591 4.908 -5.858
H 0.411 3.016 -4.639
H 2.959 3.696 -2.554
H 4.436 5.388 -1.550
H 4.039 6.169 0.765
H 2.134 5.255 2.057
H 0.672 3.554 1.074
C -2.036 -3.563 4.488
Si -1.922 -3.862 2.643
C -2.681 -2.399 1.770
C -2.826 -5.429 2.252
C -0.117 -4.133 2.153
Te 1.185 -2.489 1.835
C 0.909 -1.595 3.761
Si 2.228 -2.085 5.002
C 2.593 -3.905 4.981
C 3.767 -1.140 4.524
C 1.657 -1.558 6.691
H -3.032 -3.848 4.834
H -1.888 -2.516 4.761
H -1.312 -4.163 5.045
H -3.506 -1.994 2.361
H -3.078 -2.675 0.792
H -1.946 -1.602 1.615
H -3.888 -5.331 2.490
H -2.427 -6.255 2.845
H -2.733 -5.700 1.200
H -0.054 -4.692 1.213
H 0.383 -4.741 2.911
H -0.095 -1.838 4.103
H 0.979 -0.515 3.622
H 2.782 -4.262 3.966
H 1.781 -4.502 5.401
H 3.490 -4.100 5.573
H 3.979 -1.289 3.461
H 4.640 -1.469 5.090
H 3.631 -0.069 4.701
H 0.782 -2.133 7.000
H 1.381 -0.501 6.700
H 2.434 -1.708 7.443
N -0.721 -1.976 -1.081
C -1.373 -2.869 -1.474
C -2.158 -3.887 -1.917
C -3.359 -3.575 -2.622
N -4.330 -3.279 -3.164
C -1.790 -5.222 -1.576
N -1.507 -6.293 -1.267

Output
HOMO level (alpha / beta): -7.64 / -7.63 eV
energy above the lowest of the compared OMol25 structures with the same formula, charge and spin: 64.7 kcal/mol
lowest unoccupied orbital energy (alpha / beta): -1.22 / -1.09 eV
multiplicity: 2
<S²>: 0.756

***

It is found that the DFT total energy values, taken in the order of the records, are -6044.64442; -4398.30584; -3780.70223; -1201.88306; -553.21794; -1094.52962; -368.75992; -9035.74939 Eh.